[1]
# C51H86O21S7

A cluster of 12 separate species, C51H86O21S7 in total at a distorted geometry (ωB97M-V with the def2-TZVPD basis set, the Open Molecules 2025 dataset).

The geometry in XYZ format:
```
165
Properties=species:S:1:pos:R:3:lowdin_charge:R:1
C -15.56486 -12.04543 -5.96648 -0.0705
C -14.05724 -11.92593 -6.28681 -0.3383
O -13.77731 -11.18918 -7.37270 -0.2608
S -14.42399 -9.67957 -7.38936 0.7008
C -13.19975 -8.97413 -8.53933 -0.0986
O -15.74130 -9.68801 -8.08407 -0.3063
O -14.19093 -9.06688 -6.07975 -0.2994
H -16.22623 -12.27392 -6.80225 0.0840
H -15.97834 -11.15212 -5.49838 0.0681
H -15.62634 -12.79289 -5.17553 0.0761
H -13.41309 -11.49772 -5.51882 0.1198
H -13.67663 -12.93325 -6.45578 0.1242
H -12.80009 -9.76032 -9.17987 0.0707
H -12.44709 -8.40129 -7.99763 0.0699
H -13.84654 -8.28308 -9.07991 0.0602
C -14.57835 7.10543 -14.68384 -0.0519
C -14.16371 8.46187 -14.22201 -0.3444
O -12.90391 8.56025 -13.64172 -0.2665
S -12.31247 10.04109 -13.10803 0.6674
C -11.62620 10.69302 -14.64731 -0.1054
O -13.40842 10.88875 -12.61119 -0.3078
O -11.23510 9.78635 -12.18176 -0.2854
H -13.67222 6.55051 -14.92688 0.0888
H -15.29980 7.17009 -15.49835 0.0875
H -15.02148 6.73219 -13.76058 0.0818
H -14.07128 9.08093 -15.11439 0.1053
H -14.81004 8.97077 -13.50690 0.1185
H -10.84160 9.96869 -14.86602 0.0728
H -11.17828 11.65400 -14.39437 0.0757
H -12.46352 10.73434 -15.34393 0.0636
C -8.37346 -9.26481 -0.15489 -0.0451
C -8.55860 -7.92894 -0.98554 -0.3212
O -7.43875 -7.78614 -1.75951 -0.2791
S -7.57810 -7.50615 -3.38485 0.6895
C -8.53092 -5.83406 -3.22288 -0.0772
O -6.22838 -7.22127 -3.88429 -0.2918
O -8.50377 -8.40143 -4.03643 -0.2969
H -7.52126 -9.08463 0.50040 0.0710
H -8.05503 -10.12586 -0.74252 0.0753
H -9.31879 -9.46095 0.35105 0.0731
H -9.41090 -8.08468 -1.64692 0.1030
H -8.80621 -7.10300 -0.31875 0.1222
H -8.55064 -5.60943 -4.28930 0.0532
H -7.84161 -5.26433 -2.59969 0.0636
H -9.57245 -5.93283 -2.91705 0.0602
C -5.26897 -12.04442 -10.09397 -0.0820
C -6.02458 -12.05336 -11.43948 -0.2393
O -5.27006 -11.38349 -12.48211 -0.2676
S -5.90131 -10.13862 -13.43892 0.7264
C -4.88754 -8.69151 -12.88923 -0.1262
O -5.38863 -10.23296 -14.80186 -0.3129
O -7.31144 -9.71297 -13.12594 -0.3322
H -5.66944 -12.61058 -9.25303 0.0749
H -5.02003 -11.08882 -9.63250 0.0730
H -4.28844 -12.51977 -10.12037 0.0694
H -6.09306 -13.09122 -11.76546 0.1172
H -7.00228 -11.62169 -11.22533 0.1107
H -3.81962 -8.81937 -13.06614 0.0675
H -5.15919 -8.44187 -11.86356 0.0567
H -5.24640 -7.77440 -13.35638 0.0645
C -12.89698 -2.26500 -13.85540 -0.0794
C -11.64526 -1.43163 -13.88396 -0.2938
O -10.99811 -2.00135 -12.74540 -0.2701
S -9.41320 -1.54205 -12.56732 0.6808
C -9.53857 0.23435 -12.09647 -0.1084
O -8.80946 -2.33902 -11.49050 -0.3043
O -8.76048 -1.59561 -13.87957 -0.3178
H -13.54916 -2.10221 -14.71345 0.0830
H -13.33116 -2.23978 -12.85592 0.0880
H -12.62834 -3.30258 -14.05381 0.0824
H -11.06670 -1.62733 -14.78677 0.1179
H -11.89811 -0.37458 -13.80148 0.1185
H -10.16273 0.24242 -11.20290 0.0695
H -9.82071 0.76233 -13.00737 0.0629
H -8.60672 0.71254 -11.79465 0.0707
C -6.60123 2.19144 -22.43867 -0.0733
C -7.98372 2.73432 -22.15523 -0.2463
O -7.95260 4.01092 -21.42247 -0.2782
S -9.16405 4.42633 -20.41401 0.6443
C -10.45899 4.66396 -21.68468 -0.1199
O -9.53879 3.21788 -19.68181 -0.3074
O -9.01509 5.74394 -19.84726 -0.2797
H -5.96670 2.03884 -21.56564 0.0878
H -5.97589 2.63222 -23.21506 0.0749
H -6.83035 1.21861 -22.87364 0.0815
H -8.71321 2.74435 -22.96508 0.1170
H -8.33065 1.97220 -21.45743 0.1077
H -10.10912 5.36211 -22.44513 0.0712
H -11.35933 4.95982 -21.14621 0.0687
H -10.60725 3.70095 -22.17328 0.0515
C -9.86696 -6.94020 -19.88673 -0.0900
C -9.20578 -7.66123 -21.03816 -0.2670
O -8.67439 -6.64996 -21.96134 -0.2764
S -8.10964 -7.31937 -23.44947 0.6873
C -6.31193 -7.72180 -22.97099 -0.0820
O -8.76315 -8.57442 -23.66511 -0.3028
O -8.14851 -6.28184 -24.47412 -0.3016
H -10.61498 -6.21638 -20.21023 0.0821
H -9.35247 -6.43722 -19.06793 0.0750
H -10.38182 -7.65939 -19.24974 0.0772
H -8.31393 -8.21135 -20.73802 0.1098
H -10.02426 -8.28392 -21.39932 0.1165
H -5.89720 -8.44180 -23.67648 0.0628
H -6.32212 -8.11737 -21.95536 0.0506
H -5.76511 -6.78212 -23.04889 0.0585
C -16.45535 1.06498 -23.48500 -0.0907
C -15.60089 0.78020 -24.53634 -0.1371
C -14.41075 0.15143 -24.40675 -0.1084
C -14.06395 -0.35977 -23.14224 -0.0788
C -14.84968 -0.05230 -21.98935 -0.0719
C -16.05906 0.66268 -22.19803 -0.0870
H -17.28096 1.71551 -23.73308 0.0994
H -15.89555 0.96270 -25.55921 0.1010
H -13.82043 -0.00212 -25.29801 0.1010
H -13.16427 -0.94284 -23.01184 0.0911
H -14.61696 -0.63803 -21.11233 0.0908
H -16.81245 0.85639 -21.44885 0.0907
C 0.86748 -6.66695 -9.22203 -0.0999
C 2.12396 -7.04419 -9.66849 -0.1148
C 2.78599 -6.37899 -10.70535 -0.0804
C 2.08337 -5.41717 -11.50036 -0.0892
C 0.81153 -5.03869 -11.10553 -0.0890
C 0.25738 -5.61554 -9.91492 -0.0894
H 0.39275 -7.06727 -8.33841 0.0989
H 2.67785 -7.72616 -9.04038 0.0948
H 3.82932 -6.62010 -10.84578 0.0925
H 2.57588 -4.92835 -12.32793 0.0931
H 0.23785 -4.23414 -11.54142 0.0934
H -0.65537 -5.24787 -9.46982 0.0903
C -17.91997 -0.39691 -4.63210 -0.1171
C -17.71179 0.89749 -5.02488 -0.0785
C -16.83354 1.19084 -6.11039 -0.1251
C -16.04358 0.24586 -6.57385 -0.0927
C -16.22795 -1.14758 -6.12967 -0.0507
C -17.26467 -1.39679 -5.27770 -0.1349
H -18.54148 -0.61026 -3.77501 0.1048
H -18.24873 1.70651 -4.55203 0.0969
H -16.72956 2.24215 -6.33474 0.1027
H -15.36732 0.60148 -7.33714 0.0975
H -15.70131 -1.99674 -6.53952 0.0936
H -17.40162 -2.42564 -4.97922 0.1035
C -22.53453 -4.48456 -21.44559 -0.0789
C -22.76385 -5.27713 -20.27988 -0.0913
C -21.66083 -5.64876 -19.59159 -0.1437
C -20.37699 -5.45793 -20.02648 -0.1100
C -20.11688 -4.73691 -21.18842 -0.0777
C -21.22691 -4.18453 -21.93169 -0.0667
H -23.33492 -4.02872 -22.00949 0.0856
H -23.74566 -5.52713 -19.90579 0.1002
H -21.83288 -6.33237 -18.77337 0.1030
H -19.57532 -5.73898 -19.35959 0.0998
H -19.11543 -4.52259 -21.53131 0.0907
H -21.03834 -3.43627 -22.68730 0.0890
C -10.14894 5.12996 -5.88904 -0.0906
C -11.25447 5.67197 -5.27775 -0.0967
C -11.80895 5.19853 -4.04984 -0.0798
C -11.21504 4.11714 -3.43012 -0.1036
C -10.04853 3.57979 -3.97878 -0.0991
C -9.56976 4.07586 -5.17915 -0.1135
H -9.78066 5.46771 -6.84648 0.1027
H -11.65409 6.58158 -5.70120 0.0941
H -12.67700 5.61652 -3.56179 0.0959
H -11.54122 3.71246 -2.48342 0.0977
H -9.44470 2.79397 -3.54950 0.0977
H -8.56495 3.78211 -5.44460 0.0952
```

## Properties
- E_LUMO (eV) = 0.3
- net charge = 0
- HOMO energy (eV) = -9.154
- orbital gap (eV) = 9.44
- structure (SMILES) = CCOS(C)(=O)=O.CCOS(C)(=O)=O.CCOS(C)(=O)=O.CCOS(C)(=O)=O.CCOS(C)(=O)=O.CCOS(C)(=O)=O.CCOS(C)(=O)=O.c1ccccc1.c1ccccc1.c1ccccc1.c1ccccc1.c1ccccc1
- energy above the lowest of the compared OMol25 structures with the same formula, charge and spin (kcal/mol) = 50.5
- largest force on an atom (eV Å⁻¹) = 4.46

---

[2]
# C47H58AsN5O2PRbSi2

A structure of composition C47H58AsN5O2PRbSi2 at a distorted geometry (ωB97M-V with the def2-TZVPD basis set, the Open Molecules 2025 dataset).

The geometry in XYZ format:
```
117
Properties=species:S:1:pos:R:3:lowdin_charge:R:1
Rb 0.42512 -0.04270 -0.54929 0.5575
O 0.06997 -2.29492 -1.71537 -0.3151
N 0.01376 -2.40129 -2.96473 -0.0603
N -0.01350 -1.26688 -3.59215 -0.2773
O -0.00552 -0.10107 -3.01453 -0.3459
C -0.16739 -1.33523 -5.00868 -0.1702
C -0.53986 -0.16926 -5.66184 -0.0134
C -0.70073 -0.18324 -7.04168 -0.0978
C -0.48398 -1.34488 -7.76655 -0.1263
C -0.10046 -2.50380 -7.09926 -0.1088
C 0.06309 -2.50766 -5.72364 -0.0308
H -0.68801 0.71963 -5.06545 0.1090
H -0.99718 0.72718 -7.54882 0.0943
H -0.60647 -1.35027 -8.84287 0.0863
H 0.07947 -3.41653 -7.65476 0.0915
H 0.35963 -3.40168 -5.19637 0.0992
C -3.11063 3.11902 1.99679 -0.3166
Si -1.24096 2.52207 1.91008 0.5333
C -0.45024 4.31785 1.64467 -0.3196
C -0.91797 2.38829 3.83658 -0.3417
C -1.33466 3.42586 4.68318 -0.1475
C -1.12954 3.40925 6.05489 -0.1435
C -0.48062 2.32163 6.62516 -0.1436
C -0.05697 1.28293 5.80864 -0.1463
C -0.25713 1.27309 4.41933 -0.3417
Si 0.47001 -0.19991 3.34637 0.5185
C 2.36518 0.18513 3.76594 -0.2946
C 0.21253 -1.67192 4.62767 -0.3312
H -3.25507 4.06556 2.53829 -0.0127
H -3.72201 2.35544 2.49189 -0.0046
H -3.52391 3.24508 0.98927 -0.0313
H -0.99486 5.12946 2.15374 -0.0100
H -0.38919 4.57810 0.58019 -0.0382
H 0.57719 4.32172 2.02728 -0.0065
H -1.83810 4.28657 4.24831 0.0694
H -1.46700 4.23674 6.67396 0.0751
H -0.30310 2.28609 7.69711 0.0752
H 0.45815 0.44672 6.27230 0.0661
H 2.68968 -0.23045 4.73225 -0.0016
H 2.51286 1.26982 3.81075 0.0008
H 3.04644 -0.19012 2.99370 -0.0419
H 0.60105 -1.50642 5.64278 -0.0185
H 0.69364 -2.58162 4.24629 -0.0357
H -0.85704 -1.89827 4.71099 -0.0073
C 3.12316 -3.01146 2.23100 -0.4195
C 4.02191 -4.22787 2.06908 -0.4467
As 5.24799 -4.35405 3.59728 1.2966
C 6.55830 -5.60520 2.83776 -0.4244
C 7.83471 -5.65859 3.39523 -0.1347
C 8.78775 -6.54029 2.90796 -0.1026
C 8.47211 -7.39339 1.85746 -0.1131
C 7.20385 -7.35700 1.30214 -0.0965
C 6.25151 -6.46624 1.79000 -0.1098
C 6.24844 -2.71694 3.21017 -0.4186
C 6.10237 -1.63177 4.06580 -0.1248
C 6.72635 -0.42130 3.78243 -0.0832
C 7.51107 -0.29924 2.64763 -0.0963
C 7.66460 -1.38040 1.78802 -0.1011
C 7.02916 -2.58199 2.06450 -0.1191
P 2.05127 -2.54757 0.79310 1.0065
C 1.17404 -4.14435 0.57156 -0.3658
C -0.11411 -4.18058 1.10428 -0.0847
C -0.86828 -5.34429 1.04882 -0.0827
C -0.35004 -6.48371 0.45039 -0.1078
C 0.93204 -6.45899 -0.08289 -0.0981
C 1.68985 -5.29789 -0.01454 -0.1091
C 3.30761 -2.50382 -0.55126 -0.3687
C 3.08462 -2.96360 -1.85124 -0.1004
C 4.00658 -2.72305 -2.86125 -0.0854
C 5.17245 -2.01736 -2.59989 -0.1073
C 5.40179 -1.54119 -1.31585 -0.0953
C 4.47692 -1.77338 -0.30918 -0.1047
H 3.70215 -2.12071 2.47936 0.0302
H 2.43236 -3.13633 3.06869 0.0647
H 4.61466 -4.16709 1.15237 0.0612
H 3.43105 -5.14519 2.03469 0.0564
H 8.09315 -4.99087 4.21022 0.0977
H 9.77827 -6.55940 3.34636 0.0943
H 9.21542 -8.08113 1.47266 0.0920
H 6.94919 -8.01499 0.48019 0.0970
H 5.26873 -6.44471 1.33563 0.0890
H 5.46489 -1.71471 4.93809 0.0939
H 6.57656 0.42685 4.43774 0.1031
H 7.98988 0.64539 2.42014 0.0967
H 8.26346 -1.28360 0.89042 0.0964
H 7.13598 -3.41298 1.37610 0.1044
H -0.52114 -3.28211 1.55832 0.0998
H -1.86858 -5.35285 1.46393 0.0994
H -0.94366 -7.38874 0.39586 0.0900
H 1.34408 -7.34501 -0.55206 0.0917
H 2.69038 -5.29058 -0.42997 0.0973
H 2.16430 -3.48118 -2.08364 0.0834
H 3.79954 -3.07850 -3.86388 0.0983
H 5.88601 -1.82424 -3.39173 0.0905
H 6.29794 -0.97309 -1.09489 0.0915
H 4.66951 -1.37113 0.67980 0.0980
C -5.15680 1.64873 -1.79872 -0.0835
N -3.81958 1.52226 -2.34987 -0.1825
C -3.32125 0.15699 -2.30122 -0.0716
C -2.88881 2.50156 -1.98023 -0.4545
N -1.75184 2.16781 -1.52638 0.1614
N -3.37291 3.81716 -2.13749 -0.1848
C -2.53891 4.86857 -1.59670 -0.0854
C -3.92662 4.14794 -3.43438 -0.0918
H -5.21135 1.22954 -0.78490 0.0914
H -5.86714 1.11063 -2.43240 0.0771
H -5.44947 2.69434 -1.74554 0.0729
H -3.99661 -0.48272 -2.87556 0.0817
H -3.26977 -0.21602 -1.27044 0.0968
H -2.31805 0.11133 -2.71848 0.0537
H -1.14332 2.96571 -1.37438 0.0333
H -1.65058 5.06364 -2.21905 0.0906
H -2.21052 4.61871 -0.59071 0.0577
H -3.12349 5.78947 -1.54615 0.0846
H -4.47967 3.30032 -3.83141 0.0738
H -3.13910 4.41459 -4.15717 0.0845
H -4.60305 5.00232 -3.34369 0.0785
```

## Properties
- E_LUMO (eV) = 3.5
- net charge = -2
- HOMO energy (eV) = 0.657
- orbital gap (eV) = 2.88
- energy above the lowest of the compared OMol25 structures with the same formula, charge and spin (kcal/mol) = 24.9
- largest force on an atom (eV Å⁻¹) = 2.33

---

[3]
# C7H14

A cluster of 2 separate species, C7H14 in total (ωB97M-V with the def2-TZVPD basis set, the Open Molecules 2025 dataset).

The geometry in XYZ format:
```
21
Properties=species:S:1:pos:R:3:lowdin_charge:R:1
C 1.56416 0.71802 0.06975 0.0262
C 1.51639 -0.60409 0.23338 -0.4324
C 0.53488 -1.46807 -0.51452 -0.0796
C 2.44364 -1.33131 1.17067 -0.0792
H 2.28214 1.33107 0.61052 0.0606
H 0.88744 1.22892 -0.61191 0.0490
H 1.05960 -2.18019 -1.16455 0.0822
H -0.07005 -2.06174 0.18403 0.0811
H -0.13977 -0.86748 -1.13270 0.0612
H 1.87526 -1.90438 1.91454 0.0793
H 3.06397 -2.05182 0.62214 0.0805
H 3.10648 -0.64152 1.70148 0.0731
C -2.10767 1.42114 -1.68993 -0.0265
C -1.85207 1.61311 -0.39816 -0.2641
C -2.02944 0.58295 0.67769 -0.1204
H -1.96005 2.20742 -2.42554 0.0500
H -2.48364 0.46785 -2.05850 0.0571
H -1.47796 2.58538 -0.07355 0.0959
H -1.08206 0.41507 1.20450 0.0610
H -2.36497 -0.37227 0.26045 0.0716
H -2.76626 0.91195 1.42020 0.0734
```

## Properties
- E_LUMO (eV) = 1.1
- net charge = 0
- HOMO energy (eV) = -9.254
- orbital gap (eV) = 10.33
- structure (SMILES) = C=C(C)C.C=CC
- energy above the lowest of the compared OMol25 structures with the same formula, charge and spin (kcal/mol) = 32.8
- largest force on an atom (eV Å⁻¹) = 0.20

---

[4]
# C15H12F5NO10STeTi

A structure of composition C15H12F5NO10STeTi at a distorted geometry (ωB97M-V with the def2-TZVPD basis set, the Open Molecules 2025 dataset).

The geometry in XYZ format:
```
46
Properties=species:S:1:pos:R:3:mulliken_spin:R:1
Ti -0.41291 -0.07051 0.02098 0.1017
O 2.16740 1.07472 2.54615 -0.0005
S 1.62172 -0.01532 1.77989 0.0002
O 2.15030 -1.32049 2.09250 0.0010
O 0.07024 -0.04353 1.92356 0.0043
O 1.65937 0.25455 0.28104 0.0058
O -0.18978 0.14589 -2.10662 0.0017
C -0.44054 1.12938 -2.81210 -0.0042
C -0.16804 2.48274 -2.41105 0.0001
C 0.08898 3.43841 -3.38526 0.0173
C 0.53850 4.68396 -3.01274 -0.0008
C 0.71090 5.00117 -1.64603 0.0014
C 0.40098 4.09482 -0.68119 -0.0056
C -0.10422 2.80463 -1.01910 -0.0112
O -0.55803 2.01067 -0.13748 -0.0063
N 0.84781 5.66192 -4.01776 0.0001
O 0.71624 5.35843 -5.19503 -0.0004
O 1.24963 6.75989 -3.65676 -0.0002
H -0.82632 0.95540 -3.82411 -0.0006
H -0.03572 3.20181 -4.43364 0.0004
H 1.08105 5.98297 -1.38874 0.0001
H 0.49484 4.32601 0.37107 -0.0003
C -1.73589 -3.08651 1.22675 0.0151
C -0.54364 -3.07565 0.31846 0.3446
O -0.14076 -1.93520 -0.18183 0.1003
C 0.15260 -4.26247 -0.03315 -0.0165
C -0.28818 -5.54320 0.38052 0.1799
C 0.40119 -6.68391 0.01576 -0.1119
C 1.54956 -6.60406 -0.76972 0.2204
C 1.99883 -5.34730 -1.18221 -0.1003
C 1.32364 -4.19910 -0.82776 0.1719
H -1.94874 -2.07376 1.56092 0.0036
H -1.56058 -3.71781 2.10079 0.0129
H -2.62686 -3.46073 0.71039 0.0244
H -1.18214 -5.63084 0.98409 0.0369
H 0.03912 -7.65195 0.34536 -0.0071
H 2.08677 -7.50147 -1.05235 0.0240
H 2.89731 -5.26922 -1.78435 -0.0070
H 1.68201 -3.22520 -1.13123 0.0408
F -5.09454 1.13973 -1.09547 0.0049
Te -3.24516 1.39550 -1.17812 0.3153
F -2.99133 3.35325 -1.15367 0.1155
F -3.63796 1.87680 0.65638 0.0461
F -3.57840 1.99199 -3.03421 0.0911
F -3.33193 -0.25011 -2.26519 0.0811
O -2.21768 -0.09132 -0.06174 0.3101
```

## Properties
- E_LUMO (alpha / beta) (eV) = 3.9 / 2.8
- ⟨S²⟩ = 2.03
- net charge = -2
- 2S+1 = 3
- HOMO energy (alpha / beta) (eV) = -1.135 / -4.134
- orbital gap (alpha / beta) (eV) = 5.01 / 6.93
- energy above the lowest of the compared OMol25 structures with the same formula, charge and spin (kcal/mol) = 42.1
- largest force on an atom (eV Å⁻¹) = 1.13